{"formula": "H5N4PS", "method": "wB97M-V/def2-TZVPD", "species": ["H", "N", "N", "P", "S", "N", "N", "H", "H", "H", "H"], "coordinates": [[-1.8725, 1.1946, -0.8793], [-1.6389, 0.4227, -0.2024], [-1.0177, -0.5298, -0.7386], [-0.2464, -1.6157, 0.2175], [0.5835, -2.7061, -1.4272], [1.0128, 0.1610, 0.4673], [0.2818, 1.2844, 0.6479], [1.1785, -3.4430, -0.4630], [1.5421, -0.1175, 1.3287], [-0.7454, 1.1663, 1.1452], [0.1589, 1.4523, -0.3810]], "atomic_forces_ev_per_a": [[0.267, -1.031, 0.074], [-1.404, -0.483, 0.288], [-1.515, 1.329, -1.793], [1.351, 0.530, 0.348], [0.110, 0.295, 1.226], [1.133, -2.295, 1.526], [-0.977, -0.056, -0.889], [0.034, -0.270, -0.485], [-1.104, 0.345, -0.618], [2.634, 0.284, -1.405], [-0.529, 1.351, 1.729]], "smiles": "[H]/N=N/P(S)NN", "homo_ev": -8.4, "homo_lumo_gap_ev": 8.531, "relative_energy_kcal_mol": 94.8, "lumo_energy_ev": 0.10}